# 1
This record from the OMol25 dataset describes C12H33AgN5O9 as an isolated structure in a non-equilibrium geometry. The level of theory is ωB97M-V/def2-TZVPD.

## Properties
Lowest unoccupied orbital energy (spin up / spin down)   0.32 / -2.49 eV
Strongest force on any atom   2.17 eV Å⁻¹
Frontier orbital gap (spin up / spin down)   8.9 / 6.1 eV
DFT total energy   -1574.581485 Eh
Relative energy (zero: lowest compared OMol25 entry of this formula, charge and spin)   3.3 kcal/mol
2S+1   2
HOMO (spin up / spin down)   -8.57 / -8.55 eV
⟨S²⟩   0.75

Geometry as XYZ:
```
60
Properties=species:S:1:pos:R:3:forces:R:3
Ag -0.14356 -0.07414 0.42431 -0.210 0.877 -0.484
N 1.46154 1.67609 2.97188 -0.107 0.007 0.571
O 0.88644 0.76436 2.28868 0.368 0.012 0.496
O 1.04906 2.83687 2.88062 0.080 -0.022 -0.197
O 2.37876 1.35738 3.73731 -0.177 0.087 -0.417
N -1.42991 -1.14270 -2.78828 -0.663 -0.126 0.011
O -2.07445 -2.19845 -2.90103 0.502 0.451 0.171
O -1.21797 -0.66046 -1.62344 -0.055 -0.245 -0.346
O -1.03689 -0.50753 -3.77194 0.237 -0.044 0.042
C -2.26252 2.28458 -1.94612 -0.403 -1.649 0.124
C -0.79501 2.32628 -1.61407 -0.264 1.805 0.793
C -0.32094 3.76325 -1.90931 -0.039 0.485 -0.481
O 0.99985 4.04735 -1.49237 0.205 -0.298 0.371
C 1.99856 3.55931 -2.37170 -0.554 0.267 -0.097
N -0.53573 2.07188 -0.13618 0.921 0.794 -1.799
H -2.87235 3.03990 -1.45028 0.287 0.395 -0.151
H -2.65331 1.32253 -1.59110 0.042 0.037 -0.160
H -2.41665 2.25956 -3.02326 -0.074 0.307 -0.004
H -0.18854 1.68131 -2.24225 -0.327 -0.647 0.292
H -0.94889 4.51013 -1.41320 -0.018 -0.224 0.212
H -0.42831 3.97689 -2.98688 0.044 -0.235 0.103
H 1.89145 2.48197 -2.52549 0.113 0.021 -0.169
H 2.96947 3.77600 -1.94020 0.046 0.031 0.097
H 1.89147 4.08426 -3.32675 0.203 -0.216 -0.112
H -1.17230 2.61785 0.44194 -0.192 -0.220 -0.087
H 0.33922 2.61427 -0.06789 0.035 -0.625 0.919
C 3.70039 -1.05003 -1.81382 -0.596 -0.930 -0.401
C 2.43763 -1.14992 -0.96048 0.115 0.486 0.060
C 2.74061 -1.76441 0.38790 -0.163 -0.512 0.127
O 1.52438 -1.81009 1.09205 -0.248 0.175 -0.070
C 1.62574 -2.09028 2.46390 -0.224 -0.314 0.870
N 1.80140 0.21440 -0.77387 1.355 -1.249 -0.179
H 4.02181 -2.07073 -2.04793 0.233 0.097 0.208
H 4.51365 -0.51954 -1.32462 -0.015 0.169 -0.036
H 3.45395 -0.64283 -2.79688 0.147 0.372 0.141
H 1.69132 -1.77502 -1.45724 0.019 0.070 -0.048
H 3.51756 -1.24009 0.96184 -0.146 0.275 -0.120
H 3.09765 -2.79463 0.24293 0.125 0.093 -0.094
H 1.81044 -3.15693 2.65060 0.322 0.086 -0.189
H 0.67101 -1.87248 2.94469 -0.045 0.128 -0.277
H 2.35389 -1.45302 2.97022 0.130 -0.052 -0.152
H 1.82054 0.57852 -1.72690 -0.687 0.201 0.188
H 2.55889 0.72579 -0.30778 -0.617 0.328 0.298
C -3.75122 -0.94388 2.99623 -0.310 -0.810 -0.040
C -2.36479 -1.09396 2.37735 0.211 1.060 0.278
C -2.16580 -2.40392 1.63714 -0.073 -1.075 0.465
O -1.17045 -2.34135 0.65897 0.100 0.613 0.255
C -0.87875 -3.57756 0.04092 0.319 0.002 -0.239
N -2.11593 0.10168 1.51119 -0.026 -1.274 -0.620
H -4.04410 -1.74007 3.68934 0.500 0.016 0.102
H -4.52280 -1.02706 2.22240 0.123 0.469 -0.073
H -3.80786 -0.00159 3.53572 -0.190 0.076 -0.062
H -1.60530 -1.01134 3.15979 -0.021 -0.071 -0.014
H -3.11133 -2.80864 1.24490 0.034 0.300 -0.254
H -1.82609 -3.13801 2.38795 -0.296 0.042 0.085
H 0.08919 -3.48189 -0.45017 -0.074 0.198 -0.036
H -1.62307 -3.79506 -0.72725 -0.081 -0.181 0.154
H -0.75735 -4.37426 0.78558 -0.321 0.022 -0.028
H -2.24746 0.95432 2.04336 0.252 0.003 0.056
H -2.80620 0.08514 0.75897 0.147 0.166 -0.054
```
Positions in Å, forces in eV/Å.

Mulliken atomic charge list, values in e, 2 entries: atom 1 (Ag): 1.2254, atom 2 (N): 0.7005


# 2
This record from the OMol25 dataset describes one molecule with the formula C4H6N2O in a non-equilibrium geometry. The level of theory is ωB97M-V/def2-TZVPD.

## Properties
Lowest unoccupied orbital energy   0.76 eV
Strongest force on any atom   4.39 eV Å⁻¹
Frontier orbital gap   8.9 eV
DFT total energy   -340.642812 Eh
Relative energy (zero: lowest compared OMol25 entry of this formula, charge and spin)   95.4 kcal/mol
2S+1   1
HOMO   -8.10 eV

Geometry as XYZ:
```
13
Properties=species:S:1:pos:R:3:forces:R:3
N 1.13220 2.33910 -0.42862 -0.725 -1.371 -0.734
C 0.51542 1.23950 -0.31458 0.585 -1.380 0.695
O -0.25328 1.03597 0.75313 0.004 0.071 -0.278
C -1.12278 -0.09947 0.68857 -0.225 -0.349 0.035
C -0.33909 -1.39678 0.63160 0.109 0.065 -0.115
C 0.49974 -1.50283 -0.63000 0.253 0.646 -0.590
N 0.78560 -0.34463 -1.11316 -0.988 3.751 2.052
H 1.71554 2.43399 -1.25293 0.137 -0.216 0.009
H 1.24557 0.06899 -1.89514 0.674 -1.432 -0.981
H -1.76317 -0.01121 -0.19728 0.032 0.015 0.117
H -1.74915 -0.02702 1.57676 0.052 -0.002 -0.057
H 0.34582 -1.47411 1.48793 -0.074 0.000 -0.104
H -1.01242 -2.26150 0.69372 0.166 0.202 -0.048
```
Positions in Å, forces in eV/Å.

Mulliken atomic charge list, values in e, 2 entries: atom 1 (N): -0.5751, atom 2 (C): 0.4926


# 3
This record from the OMol25 dataset describes a 6-piece molecular cluster, C22H35O19S overall in a non-equilibrium geometry. The level of theory is ωB97M-V/def2-TZVPD.

## Properties
Lowest unoccupied orbital energy   1.88 eV
Strongest force on any atom   2.14 eV Å⁻¹
Charge   -1
Frontier orbital gap   7.2 eV
DFT total energy   -2687.173596 Eh
2S+1   1
HOMO   -5.30 eV

Geometry as XYZ:
```
77
Properties=species:S:1:pos:R:3:forces:R:3
C 0.03042 0.99960 2.48424 -0.079 0.330 -0.087
O 0.99946 1.11565 3.51124 0.094 -0.253 0.013
C 2.06675 0.21587 3.29191 0.129 -0.249 -0.384
C 3.11248 0.66374 2.23059 -0.036 0.147 0.431
C 3.26925 2.18308 2.04110 0.481 0.063 -0.544
C 3.51706 2.61574 0.56875 -0.505 -0.138 0.270
C 2.54067 2.00077 -0.44856 0.370 0.350 -0.390
C 2.33836 2.89173 -1.68689 -0.027 -0.470 0.353
S 0.86970 2.37014 -2.62243 -1.818 0.542 0.328
O 1.20153 2.56789 -4.03839 0.128 0.324 0.213
O 0.67819 0.95309 -2.28396 0.056 0.312 -0.061
O -0.26374 3.22922 -2.13953 1.766 -1.045 -0.601
H -0.53698 0.06306 2.52379 0.468 0.216 0.257
H -0.66831 1.82973 2.59626 -0.044 -0.085 0.092
H 0.47650 1.09544 1.49652 0.111 -0.058 -0.129
H 2.53629 0.00958 4.25655 0.001 0.330 0.050
H 1.65505 -0.74607 2.94860 0.014 -0.008 0.091
H 4.07439 0.27311 2.57952 -0.034 -0.129 -0.137
H 2.91867 0.15304 1.29002 -0.128 0.280 0.098
H 2.42109 2.75309 2.42001 -0.177 -0.260 0.039
H 4.14373 2.50940 2.61491 -0.157 0.129 0.121
H 4.54318 2.37949 0.27195 0.016 0.058 0.003
H 3.39827 3.70373 0.52916 0.211 0.003 0.034
H 1.55521 1.83708 -0.02651 -0.065 -0.059 0.266
H 2.92039 1.03795 -0.78734 -0.230 -0.129 0.084
H 3.18434 2.81328 -2.37043 0.001 0.134 0.001
H 2.19936 3.92128 -1.35670 -0.094 0.070 -0.314
C 1.98861 5.49206 -6.53966 -0.217 -0.090 0.091
C 3.01986 4.39553 -6.43249 -0.108 -0.273 0.181
O 4.12928 4.94592 -7.16659 -0.087 0.125 0.001
C 4.00875 6.29051 -7.16028 0.053 0.017 0.007
O 4.84815 7.04744 -7.53889 -0.020 -0.005 -0.007
O 2.80700 6.66626 -6.66653 0.043 -0.048 -0.056
H 1.34689 5.55463 -5.66550 0.098 0.121 0.053
H 1.36932 5.40145 -7.43424 0.046 0.007 -0.027
H 3.32439 4.21320 -5.40261 -0.022 0.000 0.002
H 2.69534 3.45830 -6.87344 0.121 0.002 -0.072
C -1.74596 -1.02823 -0.99378 -0.025 -0.159 -0.174
C -3.14593 -1.59882 -0.87814 0.115 -0.038 -0.413
O -3.36074 -1.64146 0.55074 0.054 0.117 -0.131
C -2.53050 -0.72154 1.09849 0.249 0.301 0.046
O -2.56375 -0.38140 2.24850 -0.763 -0.388 -0.067
O -1.66352 -0.24525 0.20801 -0.016 -0.036 0.066
H -1.59010 -0.40070 -1.86454 0.098 0.240 0.101
H -0.96768 -1.79280 -0.97165 0.036 0.044 0.107
H -3.89611 -0.94692 -1.31350 0.010 0.008 -0.027
H -3.24329 -2.59314 -1.30885 -0.030 -0.065 0.213
C 2.59457 -4.81408 1.86476 -0.080 -0.129 0.178
C 2.11126 -5.10477 0.46119 -0.004 -0.201 -0.006
O 1.87861 -3.79488 -0.05766 0.005 -0.042 0.025
C 2.64362 -2.91825 0.63749 -0.022 0.137 -0.034
O 2.79923 -1.78098 0.33991 0.042 -0.257 -0.034
O 3.20065 -3.52494 1.71817 -0.042 -0.009 -0.122
H 3.32084 -5.53716 2.22766 0.107 0.126 -0.006
H 1.77283 -4.74178 2.57896 -0.012 -0.011 -0.065
H 2.87319 -5.59542 -0.14962 0.018 0.041 0.019
H 1.19963 -5.69260 0.43975 -0.128 0.103 -0.008
C -5.79978 1.62922 1.57484 0.016 0.144 0.224
C -6.18716 0.33735 2.26360 0.084 0.001 0.280
O -6.61713 -0.47828 1.16557 -0.035 0.107 -0.075
C -6.02292 -0.00876 0.04386 0.216 -0.068 0.032
O -6.00593 -0.56832 -1.00593 -0.328 -0.039 0.003
O -5.41451 1.17257 0.27817 -0.053 -0.030 -0.030
H -4.97396 2.14420 2.05817 0.119 -0.073 -0.144
H -6.64099 2.31759 1.46977 -0.019 -0.035 -0.028
H -5.33636 -0.14587 2.74719 0.055 0.029 -0.084
H -6.99100 0.45949 2.98561 -0.120 -0.090 -0.133
C -3.26497 -5.14090 3.19314 -0.201 0.122 0.033
C -2.65685 -4.31105 2.08355 -0.182 0.116 0.074
O -1.27916 -4.71711 2.13026 -0.061 -0.117 0.037
C -1.22077 -5.94235 2.69568 0.101 -0.049 0.014
O -0.24629 -6.62794 2.73215 0.033 0.083 -0.074
O -2.41483 -6.29257 3.22049 0.008 0.024 -0.018
H -4.29372 -5.43116 2.99676 0.059 -0.165 -0.019
H -3.21287 -4.64232 4.16247 0.053 0.006 -0.012
H -3.06619 -4.55906 1.10342 0.042 -0.027 -0.007
H -2.76034 -3.24461 2.25120 0.243 0.021 -0.009
```
Positions in Å, forces in eV/Å.

Mulliken atomic charge list, values in e, 2 entries: atom 1 (C): -0.3348, atom 2 (O): -0.4732


# 4
This record from the OMol25 dataset describes an isolated ion of composition C2H3O3 and charge -1 in a non-equilibrium geometry. The level of theory is ωB97M-V/def2-TZVPD.

## Properties
SMILES   COC(=O)[O-]
Lowest unoccupied orbital energy   4.26 eV
Strongest force on any atom   6.73 eV Å⁻¹
Charge   -1
Frontier orbital gap   8.1 eV
DFT total energy   -303.749420 Eh
Relative energy (zero: lowest compared OMol25 entry of this formula, charge and spin)   22.8 kcal/mol
2S+1   1
HOMO   -3.81 eV

Geometry as XYZ:
```
8
Properties=species:S:1:pos:R:3:forces:R:3
C 1.06161 0.17567 -0.06620 -2.406 -4.043 -2.215
O -0.19921 0.77576 -0.19658 -0.938 0.655 -0.279
C -1.33906 -0.08180 0.05505 -4.718 3.381 -0.309
O -2.60772 0.55486 0.00114 6.247 -2.494 0.089
O -1.06806 -1.23302 0.29195 -0.308 -1.133 0.258
H 1.40668 0.22659 0.88214 0.974 0.157 3.451
H 1.82053 0.58195 -0.66924 0.542 0.905 -1.372
H 0.92522 -1.00001 -0.29826 0.606 2.573 0.377
```
Positions in Å, forces in eV/Å.

Mulliken atomic charge list, values in e, 2 entries: atom 1 (C): -0.6472, atom 2 (O): -0.3336


# 5
This record from the OMol25 dataset describes C6H11NO as an isolated structure in a non-equilibrium geometry. The level of theory is ωB97M-V/def2-TZVPD.

## Properties
Lowest unoccupied orbital energy (spin up / spin down)   0.36 / 0.36 eV
Strongest force on any atom   3.72 eV Å⁻¹
Frontier orbital gap (spin up / spin down)   7.2 / 7.2 eV
DFT total energy   -365.065574 Eh
Relative energy (zero: lowest compared OMol25 entry of this formula, charge and spin)   104.1 kcal/mol
2S+1   1
HOMO (spin up / spin down)   -6.85 / -6.85 eV

Geometry as XYZ:
```
19
Properties=species:S:1:pos:R:3:forces:R:3
C 0.70661 1.00222 0.41403 -1.510 1.549 0.169
C -0.06262 0.28370 -0.49500 3.679 -0.564 0.055
C -1.63872 -0.72236 0.21777 -2.507 0.461 0.348
C -2.64419 0.23017 0.15345 1.089 -0.851 0.133
C 1.53630 -1.74663 0.03983 0.737 0.461 0.437
C 1.19741 -0.57389 -0.85628 -2.297 -1.225 -1.387
N 0.79519 2.36974 0.36956 -0.036 -0.872 0.529
O 1.62375 -0.51145 -2.00123 0.281 0.270 0.718
H 1.00488 0.56894 1.36005 0.515 -0.245 -0.254
H -0.39803 0.80915 -1.38178 -0.205 0.098 0.031
H 0.50923 2.81373 -0.48858 0.268 0.279 0.292
H 1.36630 2.82755 1.06544 -0.211 0.255 -0.495
H -1.33767 -1.08478 1.19399 0.471 0.357 0.006
H -1.64469 -1.51406 -0.51481 0.241 0.032 -0.364
H -3.13875 0.44668 -0.77423 -0.192 -0.029 -0.280
H -2.79959 0.93295 0.95573 -0.067 0.019 0.199
H 1.23854 -2.67123 -0.46185 -0.053 0.207 -0.004
H 2.62254 -1.77486 0.18310 -0.153 -0.142 -0.042
H 1.06351 -1.68558 1.02083 -0.049 -0.059 -0.091
```
Positions in Å, forces in eV/Å.

Mulliken atomic charge list, values in e, 2 entries: atom 1 (C): -0.2852, atom 2 (C): -0.2397


# 6
This record from the OMol25 dataset describes C2H6NO2S as an isolated structure in a non-equilibrium geometry. The level of theory is ωB97M-V/def2-TZVPD.

## Properties
Lowest unoccupied orbital energy   4.02 eV
Strongest force on any atom   3.93 eV Å⁻¹
Charge   -1
Frontier orbital gap   7.2 eV
DFT total energy   -683.173975 Eh
Relative energy (zero: lowest compared OMol25 entry of this formula, charge and spin)   95.2 kcal/mol
2S+1   1
HOMO   -3.23 eV

Geometry as XYZ:
```
12
Properties=species:S:1:pos:R:3:forces:R:3
C 1.46473 -0.72129 -0.19778 -1.631 -3.548 0.450
C 1.02025 1.55660 -0.31639 3.016 -0.013 1.743
N 1.78450 0.60531 0.04729 0.779 2.643 0.378
O -3.21320 -0.17947 1.72566 0.569 -0.388 -0.871
O -2.01622 0.49584 -0.36544 -0.124 -0.062 0.486
S -2.04813 -0.40802 0.82049 -0.480 -0.922 -0.810
H 1.34482 -1.03712 -1.23845 0.114 0.446 -0.238
H 2.13190 -1.53729 0.25864 -0.381 1.629 -0.391
H 0.45607 -0.92536 0.25028 0.671 -0.013 -0.308
H 0.15510 1.50064 -0.82824 -3.132 -0.991 -1.855
H -2.30979 -1.94433 -0.11140 -0.023 1.411 1.192
H 1.22997 2.59450 -0.04467 0.623 -0.194 0.227
```
Positions in Å, forces in eV/Å.

Mulliken atomic charge list, values in e, 2 entries: atom 1 (C): -0.4289, atom 2 (C): -0.1825